The following is a quantum chemistry calculation of a structure of composition C38H40N5O5PS2TcTe in a non-equilibrium geometry, from the OMol25 dataset.

```
93
Properties=species:S:1:pos:R:3:forces:R:3
Tc 0.21529 -1.25739 -0.12899 1.558 0.353 -0.129
C -2.25837 -3.20343 2.22719 0.082 -0.157 0.003
C -0.77113 -3.28191 2.23944 -0.073 -0.157 0.330
N 0.08694 -2.58011 1.51813 0.402 -0.292 0.069
C 1.36213 -2.94114 1.95705 -0.011 0.489 -0.213
C 1.25724 -3.86728 2.93639 -0.135 -0.121 -0.079
N -0.07993 -4.07449 3.08810 -0.394 0.103 -0.136
C 2.21146 -4.65775 3.76355 0.289 -0.159 0.293
O 3.48654 -4.36677 3.63488 -0.183 -0.104 0.083
O 1.77165 -5.50496 4.49441 -0.086 0.117 -0.094
C 2.52019 -2.17728 1.44989 0.672 -0.044 0.236
O 3.66542 -2.35487 1.84614 -0.967 0.050 -0.264
O 2.18164 -1.26288 0.57429 -1.595 -0.608 -0.504
H -2.57995 -2.31963 1.68695 -0.022 0.066 0.003
H -2.63542 -3.13507 3.24920 0.029 0.002 -0.048
H -2.70691 -4.08932 1.77027 0.044 0.040 0.007
H -0.45045 -4.73335 3.75868 -0.037 -0.081 0.093
H 3.63166 -3.62806 2.99722 0.224 0.111 -0.099
C -0.82908 -2.44197 -3.63507 -0.123 -0.102 -0.099
C -0.89851 -3.44570 -2.48610 0.263 0.173 -0.121
C 0.48488 -3.71609 -1.88692 -0.273 -0.181 0.089
C -1.88291 -3.05685 -1.39400 0.088 -0.263 -0.022
C -3.34296 -3.03624 -1.81735 0.004 0.201 0.046
O -3.87957 -1.88097 -1.12005 0.462 0.048 0.135
C -2.85667 -1.20062 -0.59795 -1.386 0.513 0.341
N -1.69459 -1.69653 -0.79605 0.865 -0.510 -0.293
C -3.25721 -0.04848 0.24303 -0.011 -0.102 -0.101
C -4.62488 0.24702 0.25344 -0.085 -0.055 -0.121
C -5.14234 1.22016 1.08620 -0.106 0.056 0.010
C -4.29776 1.92487 1.92962 -0.038 -0.020 -0.028
C -2.93955 1.65539 1.91553 0.283 0.033 0.020
C -2.39539 0.67202 1.08889 -0.042 -0.291 -0.178
P -0.57403 0.49655 1.13948 -0.174 1.150 0.725
C -0.11511 2.22988 0.75887 0.154 -0.025 -0.198
C -0.35951 2.66869 -0.54361 -0.042 0.008 0.058
C -0.21461 4.00576 -0.88283 -0.028 -0.055 -0.022
C 0.18588 4.92694 0.08168 0.019 -0.034 -0.002
C 0.45402 4.49851 1.37404 -0.086 -0.133 0.040
C 0.29878 3.15549 1.71699 0.043 -0.109 0.090
C -0.12609 0.22472 2.87683 0.098 -0.124 -0.020
C 1.22398 0.33046 3.22052 0.102 0.050 -0.074
C 1.64895 0.03744 4.50778 -0.027 -0.019 0.045
C 0.72636 -0.37679 5.46388 0.091 0.019 -0.022
C -0.61421 -0.49535 5.12692 -0.125 -0.027 -0.051
C -1.04097 -0.19735 3.83637 -0.221 -0.078 0.040
H -0.20851 -2.83891 -4.44316 -0.063 0.057 0.111
H -0.38502 -1.50800 -3.29671 0.059 -0.065 -0.065
H -1.81618 -2.22535 -4.05903 0.145 -0.044 0.049
H -1.27281 -4.39279 -2.88360 0.022 -0.101 0.044
H 0.96299 -2.80288 -1.47759 0.116 -0.001 -0.154
H 1.18156 -4.06763 -2.64954 0.031 0.118 0.072
H 0.44244 -4.46632 -1.09221 0.029 0.074 -0.058
H -1.74460 -3.76548 -0.57383 -0.028 -0.030 0.113
H -3.89787 -3.91087 -1.50271 -0.090 -0.060 0.088
H -3.48061 -2.89297 -2.88325 -0.037 0.123 -0.127
H -5.28891 -0.30742 -0.39505 0.021 0.052 0.046
H -6.20686 1.42369 1.07868 0.091 -0.014 -0.006
H -4.69394 2.68506 2.59239 0.054 -0.041 -0.038
H -2.27975 2.22671 2.56055 -0.050 -0.034 -0.043
H -0.70116 1.95266 -1.27881 0.040 0.098 0.024
H -0.43200 4.34018 -1.89468 0.023 -0.063 0.153
H 0.27492 5.97871 -0.17156 0.032 -0.136 0.018
H 0.76003 5.21256 2.13178 -0.004 -0.110 -0.091
H 0.48699 2.84272 2.73826 0.012 0.033 -0.076
H 1.94446 0.64578 2.47574 0.130 0.033 -0.063
H 2.69847 0.12994 4.76791 -0.111 0.007 -0.065
H 1.05456 -0.59938 6.47285 -0.026 -0.001 -0.078
H -1.33420 -0.81687 5.87268 0.057 0.060 -0.085
H -2.09385 -0.28612 3.58574 0.074 -0.006 0.067
C -1.18920 1.03208 -3.43463 0.229 0.261 -0.095
N 0.14511 1.55441 -3.69453 -0.741 0.055 -0.184
C 0.35765 2.63581 -4.67918 0.044 -0.174 0.268
C 1.88811 2.68362 -4.81211 -0.084 -0.235 0.293
N 2.30518 1.82249 -3.69091 -0.218 -0.123 -0.008
C 1.28516 1.15892 -3.14203 -0.235 0.189 -0.066
S 1.51952 -0.05848 -1.95766 0.041 -0.360 -0.111
H -1.86173 1.84680 -3.15733 0.010 0.009 -0.022
H -1.14886 0.30915 -2.62279 0.043 0.069 -0.038
H -1.58312 0.54454 -4.32478 -0.007 -0.020 -0.080
H -0.05511 3.56773 -4.29202 -0.019 0.031 0.027
H -0.14387 2.40233 -5.61382 -0.025 -0.065 -0.074
H 2.27951 3.69035 -4.70189 0.067 0.016 0.081
H 2.23181 2.27541 -5.75888 0.049 -0.076 -0.049
H 3.26146 1.62661 -3.45575 0.187 0.040 0.154
Te 4.12944 0.61553 -0.16420 0.409 0.029 0.569
C 4.61809 2.49026 -0.79986 0.040 0.446 -0.237
C 3.72995 3.49453 -1.14208 0.296 -0.216 0.247
C 4.38541 4.67495 -1.54652 0.270 0.208 -0.248
C 5.75242 4.54450 -1.51554 0.018 0.521 -0.112
S 6.24926 3.01330 -0.98316 -0.368 -0.090 -0.202
H 2.65460 3.37320 -1.08354 0.059 0.006 0.073
H 3.88069 5.58681 -1.84798 0.099 -0.112 0.029
H 6.49339 5.29285 -1.77659 -0.189 -0.089 0.112
```
Positions in Å, forces in eV/Å.

Its spin multiplicity is 4. Its relative energy (zero: lowest compared OMol25 entry of this formula, charge and spin) is 0.00 kcal per mole. The total charge is +2. The value obtained for the total energy is -3608.17563 hartree. As for the orbital gap (spin up / spin down): 5.46 / 4.29 eV. The calculation puts the LUMO energy (spin up / spin down) at -6.1 / -7.1 eV. The calculation puts the largest force on an atom at 1.78 eV/A. For the HOMO energy (spin up / spin down), the calculation gives -11.54 / -11.37 eV. As for the expectation value of S²: 3.78.

The following is a quantum chemistry calculation of a structure of composition C38H40N7O4PSSeSn in a non-equilibrium geometry, from the OMol25 dataset.

```
93
Properties=species:S:1:pos:R:3:forces:R:3
Sn -0.74593 -0.21436 0.10560 -0.340 -0.697 -0.469
C -1.58347 3.07073 3.49283 0.056 -0.157 -0.079
C -1.52487 1.81917 2.65721 -0.122 0.027 0.198
N -1.74797 1.72220 1.40285 -0.323 0.608 0.725
O -2.01758 2.85759 0.67384 -0.425 -0.645 0.814
C -1.16934 0.54350 3.35352 -0.069 0.246 0.230
C -1.51078 0.34079 4.80207 0.024 0.002 -0.139
N -0.56726 -0.31845 2.63766 -0.184 0.133 0.300
O -0.23325 -1.49266 3.24065 -0.316 0.605 -0.249
H -1.82315 3.97130 2.93468 -0.002 0.063 -0.014
H -0.62337 3.22945 3.98557 0.014 -0.027 -0.014
H -2.34433 2.96383 4.26507 -0.036 -0.022 0.006
H -1.88495 3.64154 1.22191 0.140 0.106 0.173
H -1.32123 1.23742 5.39032 0.011 -0.005 -0.035
H -0.92743 -0.47949 5.20591 0.037 -0.031 0.008
H -2.56938 0.08543 4.90148 0.009 0.035 -0.013
C -2.17436 5.77457 -3.57396 0.009 0.029 -0.023
C -2.23541 5.38153 -2.24510 0.028 -0.041 -0.137
C -2.11392 4.03875 -1.91285 -0.052 0.147 -0.005
C -1.93836 3.07829 -2.90888 -0.039 -0.008 -0.024
C -1.86177 3.48274 -4.24165 -0.022 0.061 0.043
C -1.98446 4.82490 -4.57107 0.019 -0.001 0.021
P -1.85627 1.33376 -2.35663 0.109 0.199 -0.276
C -0.91307 0.52206 -3.69573 -0.010 0.015 0.028
C -1.31323 -0.68752 -4.25697 0.023 0.043 -0.017
C -0.49832 -1.33779 -5.17763 -0.006 -0.005 0.047
C 0.72085 -0.78871 -5.53893 0.002 0.016 -0.009
C 1.13731 0.40812 -4.96665 -0.002 0.026 0.030
C 0.33161 1.05497 -4.04467 -0.070 -0.088 0.007
C -3.57017 0.74803 -2.62891 0.006 0.017 0.074
C -4.25264 0.19011 -1.54965 -0.054 0.063 -0.091
C -5.56951 -0.23726 -1.69098 0.057 0.019 0.001
C -6.20914 -0.10781 -2.91325 -0.022 -0.010 0.002
C -5.53458 0.44665 -3.99628 0.006 0.005 -0.017
C -4.22414 0.87304 -3.85501 -0.045 -0.041 0.035
H -2.26366 6.82205 -3.83487 -0.002 -0.018 -0.007
H -2.36536 6.12294 -1.46610 -0.015 -0.002 -0.010
H -2.14805 3.72366 -0.87420 -0.020 0.225 -0.822
H -1.69170 2.75164 -5.02290 -0.018 -0.001 0.005
H -1.92772 5.13211 -5.60833 0.003 -0.006 0.020
H -2.26403 -1.12484 -3.97540 0.025 -0.005 -0.032
H -0.81632 -2.28074 -5.60572 -0.009 0.031 0.009
H 1.35146 -1.29368 -6.25996 -0.001 0.001 0.022
H 2.09842 0.83208 -5.23321 -0.035 -0.009 0.008
H 0.66898 1.97484 -3.57874 0.013 0.005 -0.038
H -3.75516 0.09974 -0.59075 0.002 -0.011 -0.010
H -6.09187 -0.66758 -0.84541 0.014 0.010 -0.016
H -7.23633 -0.43568 -3.02528 0.055 0.010 -0.001
H -6.03462 0.54745 -4.95201 0.011 0.002 0.025
H -3.70411 1.30478 -4.70171 -0.004 0.007 0.006
Se 0.89763 2.01515 -0.01570 0.669 -0.022 -0.098
C 1.76104 2.08207 1.69524 -0.138 -0.099 -0.252
C 2.28957 0.96057 2.32492 0.084 0.111 0.152
C 2.89964 1.10798 3.56354 -0.005 0.046 -0.025
N 3.02386 2.27564 4.19716 -0.083 0.051 -0.045
C 2.52174 3.34682 3.57874 0.038 -0.071 0.069
C 1.88842 3.30625 2.34601 -0.008 -0.023 0.114
H 2.23702 -0.02266 1.88426 0.069 -0.067 -0.029
H 3.30765 0.23485 4.06320 -0.021 0.017 -0.031
H 2.62823 4.29229 4.10323 0.012 -0.015 -0.021
H 1.49506 4.20955 1.89679 0.034 0.024 0.006
O 5.22686 -3.90072 2.60971 -0.122 -0.178 0.036
C 4.53256 -4.30945 3.76497 -0.036 0.082 -0.087
N 3.09169 -4.35141 3.57956 0.031 -0.192 -0.158
C 2.43262 -3.34179 2.94365 -0.059 0.153 0.257
O 3.07236 -2.31991 2.62996 -0.023 0.073 0.000
C 1.01227 -3.48247 2.65272 -0.047 -0.025 -0.056
C 0.27475 -4.64767 2.71306 0.058 -0.045 -0.069
C -0.97572 -4.73898 2.10210 -0.054 0.019 0.024
C -1.34928 -3.67968 1.26432 0.023 0.061 0.125
N -0.69835 -2.54428 1.16210 0.156 0.000 0.437
C 0.33135 -2.29095 2.11746 0.610 -0.836 -0.526
H 4.79861 -3.05702 2.38142 -0.013 0.090 -0.004
H 4.77327 -3.65115 4.60326 0.004 0.122 0.003
H 4.86294 -5.31608 4.00691 0.029 -0.049 0.047
H 2.60321 -5.20403 3.78215 0.020 -0.024 -0.070
H 0.68971 -5.55088 3.15428 -0.012 0.051 0.021
H -1.55576 -5.65075 2.13545 0.040 0.044 -0.055
H -2.18976 -3.80298 0.58080 0.034 -0.015 0.064
H 1.06752 -1.59777 1.70381 0.052 -0.085 -0.152
C 3.19641 -3.81661 -0.68197 0.030 0.135 -0.021
N 3.49993 -2.39212 -0.64322 0.062 -0.194 0.048
C 4.71400 -1.83519 -0.27316 -0.070 -0.118 0.070
C 4.57186 -0.49721 -0.32996 -0.070 0.024 -0.027
N 3.28239 -0.25841 -0.76062 0.068 0.220 0.082
C 2.62081 -1.41375 -0.94251 0.013 -0.140 -0.126
S 1.03137 -1.63422 -1.51385 0.291 -0.048 -0.071
H 3.82197 -4.32470 0.04636 0.043 0.002 0.069
H 3.38031 -4.21814 -1.67802 0.005 0.005 -0.012
H 2.14736 -3.95688 -0.43331 -0.018 0.027 0.045
H 5.55240 -2.44310 0.02032 -0.039 -0.006 -0.010
H 5.26096 0.29397 -0.09490 -0.043 -0.013 -0.012
H 2.80346 0.64065 -0.81204 -0.040 -0.017 -0.003
```
Positions in Å, forces in eV/Å.

Its spin multiplicity is 1. Its relative energy (zero: lowest compared OMol25 entry of this formula, charge and spin) is 35.14 kcal per mole. The total charge is 0. The value obtained for the total energy is -5511.49366 hartree. As for the orbital gap: 6.93 eV. The calculation puts the LUMO energy at 0.1 eV. The calculation puts the largest force on an atom at 1.16 eV/A. For the HOMO energy, the calculation gives -6.80 eV.

The following is a quantum chemistry calculation of a structure of composition C38H41Cl2N6O9W in a non-equilibrium geometry, from the OMol25 dataset.

```
97
Properties=species:S:1:pos:R:3:forces:R:3
W -0.27392 0.11738 -0.13167 0.512 -0.300 0.168
C -3.57261 2.45106 -1.87640 -0.001 -0.013 -0.033
C -2.85486 1.20313 -2.40774 0.033 0.030 -0.033
C -3.84277 0.36390 -3.21829 0.022 0.013 -0.010
C -1.59407 1.57642 -3.17941 -0.073 -0.024 0.002
C -1.67418 1.78188 -4.54028 0.077 0.038 0.005
C -0.58082 2.28256 -5.24273 -0.017 -0.029 0.075
C 0.59295 2.58821 -4.58484 -0.006 -0.018 -0.003
C 0.76704 2.38015 -3.21407 0.071 0.003 -0.088
C 2.08987 2.90760 -2.63549 -0.039 -0.016 0.047
C 2.46042 2.59526 -1.18619 0.123 0.007 -0.152
C 3.33254 2.52386 -3.46977 -0.027 -0.013 0.040
C -0.34809 1.84144 -2.54102 -0.073 -0.037 0.083
N -0.42050 1.79198 -1.09821 -0.155 0.105 -0.017
C -0.56106 3.11789 -0.51929 -0.023 -0.027 -0.027
O -0.48200 4.12050 -1.14389 0.031 -0.009 -0.017
C -0.86745 2.97218 0.90816 0.022 0.009 0.011
C -1.12071 3.99731 1.79258 -0.001 0.024 0.009
C -1.52074 3.66762 3.08429 0.005 0.027 -0.006
C -1.68663 2.32922 3.41875 -0.010 -0.029 0.009
C -1.39597 1.37820 2.46231 -0.001 0.002 -0.001
N -0.97147 1.68836 1.24170 -0.052 0.003 -0.010
C -1.58277 -0.07111 2.59915 0.021 -0.010 0.024
O -2.12638 -0.64186 3.48381 0.019 -0.035 0.004
N -1.04307 -0.72620 1.43180 -0.329 0.014 -0.014
C -1.12859 -2.16941 1.49655 0.033 0.042 -0.162
C -0.34649 -2.87270 2.43609 0.006 -0.011 0.006
C -0.61168 -4.22603 2.57766 0.002 0.012 0.006
C -1.59734 -4.85198 1.82953 -0.013 -0.010 -0.009
C -2.35696 -4.13438 0.91762 0.004 0.003 -0.011
C -2.13768 -2.78040 0.72549 -0.021 0.011 0.025
C -3.03163 -1.97825 -0.19526 -0.009 -0.111 0.079
C -3.53917 -2.77698 -1.39281 -0.022 -0.001 -0.016
C -4.18856 -1.32258 0.55747 -0.003 0.008 0.009
C 0.73141 -2.24663 3.30204 0.012 -0.009 0.002
C 0.30886 -2.16173 4.77729 0.001 -0.003 -0.010
C 2.03712 -3.05559 3.23266 0.003 0.003 -0.025
H -4.46175 2.16260 -1.31482 -0.002 0.000 -0.005
H -2.95053 3.07315 -1.23517 0.035 0.011 0.027
H -3.89166 3.07728 -2.71051 0.007 0.000 -0.001
H -2.57671 0.59404 -1.52820 0.005 0.036 0.014
H -4.31513 0.96315 -3.99583 0.001 0.004 -0.019
H -3.37235 -0.49769 -3.69420 -0.006 0.015 -0.006
H -4.64707 0.01386 -2.57040 0.018 0.013 -0.014
H -2.60137 1.60198 -5.06294 -0.031 -0.007 -0.021
H -0.66269 2.46616 -6.30627 0.001 0.004 0.008
H 1.38955 3.04606 -5.15046 0.051 0.006 -0.017
H 1.96107 3.99280 -2.71011 0.032 -0.001 -0.012
H 2.63853 1.52190 -1.07038 0.008 0.247 -0.096
H 3.40708 3.09387 -0.97199 0.016 0.027 -0.020
H 1.75893 2.94464 -0.43036 0.018 -0.029 -0.018
H 3.79789 1.62141 -3.06594 -0.007 0.003 -0.031
H 3.13866 2.34143 -4.52093 -0.033 0.047 -0.050
H 4.07544 3.31729 -3.40422 0.003 -0.005 0.013
H -1.01801 5.02163 1.45793 -0.002 0.000 0.006
H -1.72587 4.44439 3.80936 -0.001 -0.001 0.000
H -2.04017 2.00967 4.39051 0.002 0.008 0.003
H -0.04702 -4.80559 3.29600 -0.005 -0.001 -0.004
H -1.77948 -5.91033 1.96219 0.000 0.000 0.000
H -3.13312 -4.64033 0.36157 -0.010 0.000 -0.010
H -2.39822 -1.16119 -0.59177 -0.138 0.177 -0.096
H -4.31724 -3.47092 -1.07389 -0.004 -0.014 -0.001
H -3.99252 -2.11563 -2.13127 0.030 -0.064 0.068
H -2.75028 -3.35818 -1.87016 -0.004 0.001 -0.007
H -4.80426 -2.08839 1.03126 0.000 -0.003 -0.007
H -3.85068 -0.64959 1.34677 -0.012 -0.006 0.003
H -4.82348 -0.76156 -0.13006 0.004 0.000 0.009
H 0.92820 -1.22747 2.93905 -0.007 0.006 -0.007
H 0.10656 -3.16113 5.16404 0.003 -0.001 -0.007
H 1.12055 -1.73914 5.37057 0.000 0.001 -0.009
H -0.58333 -1.56303 4.93165 -0.025 0.017 -0.001
H 1.96306 -3.94919 3.85191 0.003 0.001 -0.003
H 2.28082 -3.39971 2.22606 0.015 0.010 -0.006
H 2.86807 -2.47101 3.63035 -0.001 0.001 0.007
Cl 2.13653 -0.63202 -2.90226 -0.147 -0.043 -0.028
C 0.72292 -1.52459 -3.39223 0.055 0.005 0.004
Cl -0.78327 -1.21792 -2.36170 -0.067 -0.100 0.016
H 0.88939 -2.59200 -3.30080 -0.011 -0.004 0.000
H 0.40904 -1.21682 -4.38433 -0.010 0.007 0.001
O 6.93303 -0.57097 2.99404 0.246 0.223 -0.301
N 6.32431 -1.30543 2.25964 -0.581 -0.435 0.991
O 6.58778 -2.44418 1.96319 0.219 0.073 -0.388
C 4.98130 -0.82194 1.82995 0.138 0.154 -0.269
C 4.20073 -1.65331 1.06891 -0.020 -0.017 -0.016
C 2.94661 -1.18207 0.68504 0.010 -0.054 0.024
C 2.49731 0.08971 1.03535 -0.048 0.051 0.000
O 1.39121 0.61549 0.49863 -0.081 -0.076 0.308
C 3.31611 0.87482 1.83884 0.017 0.013 0.006
C 4.56430 0.43946 2.23147 0.032 0.008 -0.016
N 2.83968 2.19839 2.27565 0.043 -0.020 0.145
O 1.63880 2.29266 2.48126 -0.005 0.040 -0.025
O 3.66277 3.05647 2.42405 -0.025 0.011 -0.045
N 2.08894 -2.04273 -0.05829 -0.040 -0.084 -0.160
O 0.88129 -1.67543 -0.32316 0.275 -0.067 0.047
O 2.44989 -3.10974 -0.42366 -0.075 0.157 0.067
H 4.55551 -2.64001 0.79764 -0.009 0.001 -0.009
H 5.21234 1.06466 2.83592 -0.001 0.004 -0.002
```
Positions in Å, forces in eV/Å.

Its spin multiplicity is 1. Its relative energy (zero: lowest compared OMol25 entry of this formula, charge and spin) is 0.00 kcal per mole. The total charge is +3. The value obtained for the total energy is -3464.53381 hartree. As for the orbital gap: 5.06 eV. The calculation puts the LUMO energy at -11.9 eV. The calculation puts the largest force on an atom at 1.23 eV/A. For the HOMO energy, the calculation gives -16.91 eV.